# 1
{"formula": "C3HBrF3IO", "method": "the ωB97M-V functional and the def2-TZVPD basis", "homo_energy_ha": -0.340, "relative_energy_kcal_mol": 4.6, "orbital_gap_ev": 7.54, "e_tot_ev": -91465.93298, "symbols": ["C", "C", "C", "O", "F", "F", "F", "Br", "I", "H"], "xyz": [[0.986, 0.783, -0.208], [-3.043, -0.177, 0.424], [2.033, -0.257, -0.066], [0.967, 1.799, -0.866], [1.975, -0.976, 1.095], [3.271, 0.213, -0.113], [1.981, -1.152, -1.075], [-4.015, 1.015, 1.515], [-4.147, -1.418, -0.809], [-0.009, 0.171, 0.103]]}

=====

# 2
{"formula": "C12H48N8O12", "method": "the ωB97M-V functional and the def2-TZVPD basis", "smiles": "NC(N)=O.NC(N)=O.NC(N)=O.NC(N)=O.CO.CO.CO.CO.CO.CO.CO.CO", "homo_energy_ha": -0.307, "relative_energy_kcal_mol": 120.2, "orbital_gap_ev": 8.07, "e_tot_ev": -49709.74411, "symbols": ["N", "C", "N", "O", "H", "H", "H", "H", "N", "C", "N", "O", "H", "H", "H", "H", "N", "C", "N", "O", "H", "H", "H", "H", "N", "C", "N", "O", "H", "H", "H", "H", "C", "O", "H", "H", "H", "H", "C", "O", "H", "H", "H", "H", "C", "O", "H", "H", "H", "H", "C", "O", "H", "H", "H", "H", "C", "O", "H", "H", "H", "H", "C", "O", "H", "H", "H", "H", "C", "O", "H", "H", "H", "H", "C", "O", "H", "H", "H", "H"], "xyz": [[3.232, 0.603, -0.570], [4.215, 1.065, 0.179], [4.425, 0.406, 1.282], [5.040, 2.203, -0.154], [2.953, 1.072, -1.452], [2.486, 0.005, -0.104], [5.170, 0.754, 1.851], [3.994, -0.520, 1.479], [-4.295, 1.893, -0.430], [-4.085, 0.700, -0.884], [-3.617, -0.149, 0.037], [-4.314, 0.334, -2.159], [-4.502, 2.645, -1.060], [-4.292, 2.102, 0.542], [-3.449, -1.134, -0.240], [-3.320, 0.188, 1.013], [-4.352, 1.989, 2.412], [-3.070, 1.857, 2.572], [-2.639, 0.608, 2.507], [-2.200, 2.968, 2.563], [-4.683, 3.032, 2.430], [-4.977, 1.155, 2.174], [-1.614, 0.521, 2.514], [-3.187, -0.092, 3.013], [0.498, 3.082, 2.877], [0.886, 1.846, 2.735], [2.178, 1.773, 2.606], [0.052, 0.741, 2.667], [-0.467, 3.185, 2.624], [1.116, 3.911, 2.645], [2.580, 0.911, 2.254], [2.695, 2.582, 2.344], [2.794, -1.617, 3.101], [3.445, -2.020, 1.895], [2.381, -2.511, 3.530], [2.074, -0.838, 2.933], [3.500, -1.188, 3.824], [3.209, -2.934, 1.696], [-1.504, -2.424, 1.819], [-0.368, -2.371, 2.617], [-1.582, -1.571, 1.168], [-2.382, -2.498, 2.429], [-1.455, -3.308, 1.164], [-0.388, -1.573, 3.200], [1.985, -4.011, -0.291], [2.992, -4.440, 0.601], [1.766, -4.698, -1.020], [2.334, -3.103, -0.647], [1.027, -3.799, 0.222], [3.653, -4.854, -0.003], [-1.398, -2.497, -2.276], [-0.894, -2.022, -3.514], [-1.884, -1.707, -1.691], [-0.600, -2.883, -1.627], [-2.148, -3.350, -2.300], [-1.181, -1.095, -3.563], [0.045, 0.247, -0.376], [0.960, -0.678, 0.195], [0.692, 0.991, -0.900], [-0.697, 0.635, 0.248], [-0.527, -0.151, -1.179], [0.541, -1.017, 0.983], [-1.107, 3.389, -0.518], [0.206, 3.691, -0.929], [-0.973, 2.982, 0.438], [-1.574, 2.566, -1.097], [-1.775, 4.279, -0.497], [0.736, 4.048, -0.224], [-0.870, 1.469, -4.061], [-1.883, 0.608, -3.588], [-0.108, 0.947, -4.563], [-0.450, 2.023, -3.251], [-1.282, 2.260, -4.669], [-2.475, 1.181, -3.109], [2.346, -1.332, -4.722], [2.006, -1.755, -3.437], [3.298, -1.758, -4.900], [2.269, -0.267, -4.794], [1.673, -1.843, -5.424], [1.151, -1.451, -3.135]]}

=====

# 3
{"formula": "C5H12N", "method": "the ωB97M-V functional and the def2-TZVPD basis", "smiles": "CCC/C=C/[NH3+]", "total_charge": 1, "homo_energy_ha": -0.533, "relative_energy_kcal_mol": 42.4, "orbital_gap_ev": 10.75, "e_tot_ev": -6861.71902, "symbols": ["C", "C", "C", "C", "C", "N", "H", "H", "H", "H", "H", "H", "H", "H", "H", "H", "H", "H"], "xyz": [[-2.723, -0.575, -0.640], [-1.426, 0.198, -0.936], [-0.142, -0.633, -1.001], [0.797, -0.462, 0.162], [1.064, 0.696, 0.766], [2.377, 0.743, 1.497], [-2.722, -1.286, 0.181], [-3.543, 0.141, -0.558], [-3.020, -1.079, -1.568], [-1.643, 0.759, -1.849], [-1.239, 1.030, -0.254], [-0.439, -1.684, -1.085], [0.502, -0.499, -1.877], [1.480, -1.302, 0.291], [0.462, 1.563, 0.971], [3.234, 0.680, 0.942], [2.469, 1.444, 2.234], [2.476, -0.145, 2.009]]}

=====

# 4
{"formula": "C22H21AsN3O6RuS", "method": "the ωB97M-V functional and the def2-TZVPD basis", "total_charge": 1, "s_squared": 6.02, "homo_energy_ha": [-0.432, -0.452], "orbital_gap_ev": [8.39, 7.47], "multiplicity": 5, "e_tot_ev": -114159.80972, "symbols": ["Ru", "O", "As", "O", "O", "C", "C", "C", "C", "C", "C", "S", "O", "O", "O", "H", "H", "H", "H", "H", "C", "C", "C", "C", "N", "C", "C", "C", "C", "C", "C", "N", "H", "H", "H", "H", "H", "H", "H", "H", "C", "C", "C", "C", "C", "C", "N", "H", "H", "H", "H", "H", "H", "H", "H"], "xyz": [[-0.414, 0.428, -0.160], [-3.299, -1.223, 2.804], [-1.884, -0.206, 2.730], [-2.011, 1.195, 3.519], [-1.852, 0.093, 0.988], [-0.592, -1.472, 3.407], [-1.084, -2.218, 4.469], [-0.242, -3.055, 5.199], [1.096, -3.150, 4.879], [1.603, -2.414, 3.810], [0.764, -1.588, 3.094], [1.421, -0.726, 1.707], [2.812, -0.994, 1.555], [1.023, 0.684, 1.846], [0.566, -1.259, 0.563], [-4.102, -0.685, 2.840], [-2.128, -2.153, 4.743], [-0.650, -3.623, 6.024], [1.751, -3.794, 5.449], [2.644, -2.481, 3.526], [3.324, 1.847, -1.909], [3.654, 0.884, -2.850], [2.805, -0.191, -3.049], [1.644, -0.291, -2.297], [1.329, 0.657, -1.400], [2.148, 1.696, -1.204], [0.689, -1.418, -2.436], [1.072, -2.654, -2.936], [0.128, -3.667, -2.998], [-1.160, -3.416, -2.557], [-1.456, -2.157, -2.063], [-0.557, -1.178, -2.013], [3.964, 2.696, -1.717], [4.564, 0.968, -3.428], [3.037, -0.941, -3.790], [1.844, 2.404, -0.444], [2.093, -2.836, -3.238], [0.402, -4.643, -3.373], [-1.925, -4.179, -2.578], [-2.445, -1.922, -1.688], [-1.688, 1.783, -3.153], [-1.577, 2.664, -1.974], [-1.932, 4.052, -1.934], [-1.662, 4.490, -0.674], [-1.134, 3.377, 0.054], [-0.643, 3.390, 1.438], [-1.114, 2.273, -0.759], [-2.700, 1.840, -3.560], [-1.449, 0.751, -2.917], [-1.017, 2.139, -3.940], [-2.334, 4.602, -2.768], [-1.793, 5.477, -0.261], [-0.629, 4.408, 1.820], [0.361, 2.963, 1.506], [-1.265, 2.772, 2.099]]}

=====

# 5
{"formula": "C13H22BN10OPtS", "method": "the ωB97M-V functional and the def2-TZVPD basis", "total_charge": 1, "homo_energy_ha": -0.371, "relative_energy_kcal_mol": 0.0, "orbital_gap_ev": 7.34, "e_tot_ev": -45542.97387, "symbols": ["Pt", "C", "C", "N", "N", "C", "B", "N", "C", "C", "C", "N", "N", "C", "C", "C", "N", "H", "H", "H", "H", "H", "H", "H", "H", "H", "H", "C", "N", "C", "S", "N", "C", "H", "H", "H", "H", "H", "H", "H", "H", "N", "C", "N", "O", "H", "H", "H", "H"], "xyz": [[0.632, 0.460, -0.428], [-2.111, -0.939, -3.620], [-1.459, 0.102, -2.955], [-0.861, -0.358, -1.861], [-1.111, -1.676, -1.793], [-1.852, -2.055, -2.847], [-0.526, -2.555, -0.665], [1.013, -2.479, -0.794], [1.882, -3.460, -1.072], [3.153, -2.922, -1.139], [2.978, -1.562, -0.890], [1.688, -1.312, -0.684], [-0.949, -1.979, 0.707], [-1.560, -2.616, 1.725], [-1.724, -1.722, 2.762], [-1.159, -0.533, 2.281], [-0.702, -0.708, 1.042], [-2.673, -0.891, -4.537], [-1.400, 1.146, -3.221], [-2.145, -3.083, -2.980], [-0.914, -3.681, -0.766], [1.545, -4.476, -1.199], [4.077, -3.432, -1.346], [3.712, -0.776, -0.838], [-1.846, -3.653, 1.643], [-2.172, -1.900, 3.725], [-1.060, 0.422, 2.775], [1.562, 5.438, -0.081], [2.136, 4.131, -0.347], [2.114, 3.116, 0.507], [2.707, 1.574, -0.016], [1.723, 3.329, 1.753], [1.644, 2.285, 2.770], [1.695, 6.064, -0.958], [2.068, 5.926, 0.755], [0.495, 5.358, 0.142], [2.396, 3.889, -1.289], [1.387, 4.245, 2.002], [1.112, 1.420, 2.380], [1.120, 2.683, 3.635], [2.638, 1.961, 3.071], [-2.205, 3.344, -1.498], [-1.724, 2.448, -0.615], [-2.604, 1.678, 0.039], [-0.490, 2.375, -0.398], [-3.181, 3.416, -1.723], [-1.548, 3.884, -2.030], [-3.588, 1.693, -0.160], [-2.246, 0.952, 0.643]]}

=====

# 6
{"formula": "C2H3BaO3", "method": "the ωB97M-V functional and the def2-TZVPD basis", "total_charge": 1, "homo_energy_ha": -0.354, "relative_energy_kcal_mol": 35.8, "orbital_gap_ev": 4.72, "e_tot_ev": -8951.06897, "symbols": ["O", "C", "C", "O", "H", "H", "Ba", "O", "H"], "xyz": [[-2.933, 1.941, 0.049], [-2.966, 0.757, 0.019], [-2.528, -0.514, 0.006], [-1.261, -0.889, 0.156], [4.001, 0.899, -0.112], [-3.274, -1.254, -0.310], [1.153, -0.341, 0.272], [3.563, 0.043, -0.032], [4.245, -0.640, -0.048]]}

=====

# 7
{"formula": "C2H5O2P", "method": "the ωB97M-V functional and the def2-TZVPD basis", "homo_energy_ha": -0.379, "relative_energy_kcal_mol": 24.6, "orbital_gap_ev": 11.15, "e_tot_ev": -15537.58833, "symbols": ["C", "C", "O", "O", "P", "H", "H", "H", "H", "H"], "xyz": [[-0.730, -0.017, -0.969], [-0.295, -0.709, 0.768], [2.518, 0.186, 0.548], [0.616, 0.428, -1.138], [1.107, 0.431, 0.365], [-1.218, -0.821, -1.448], [-1.335, 0.859, -0.857], [-1.104, -0.200, 1.252], [-0.173, -1.819, 0.798], [0.614, 1.663, 0.680]]}

=====

# 8
{"formula": "C18H24FN3O5Y", "method": "the ωB97M-V functional and the def2-TZVPD basis", "total_charge": 3, "homo_energy_ha": -0.601, "relative_energy_kcal_mol": 12.0, "orbital_gap_ev": 7.52, "e_tot_ev": -37498.80120, "symbols": ["Y", "F", "C", "C", "C", "C", "O", "C", "C", "N", "C", "C", "C", "C", "C", "C", "N", "C", "C", "N", "C", "C", "C", "O", "O", "H", "H", "H", "H", "H", "H", "H", "H", "H", "H", "H", "H", "H", "H", "H", "H", "H", "H", "C", "O", "H", "H", "H", "H", "O", "H", "H"], "xyz": [[2.573, -1.282, -4.381], [-2.369, -3.084, 0.548], [-1.611, -2.001, 0.560], [-0.692, -1.861, -0.512], [0.003, -0.738, -0.835], [1.052, -0.673, -1.773], [1.193, -1.732, -2.592], [1.902, 0.469, -1.834], [1.671, 1.539, -1.063], [0.704, 1.510, -0.019], [1.187, 2.192, 1.164], [0.247, 3.161, 1.829], [1.318, 3.663, 0.956], [-0.090, 0.329, 0.113], [-0.886, 0.145, 1.208], [-1.778, -0.914, 1.514], [-2.481, -0.955, 2.665], [-3.772, -1.625, 2.765], [-4.713, -0.764, 3.570], [-4.086, -0.269, 4.836], [-2.804, 0.470, 4.526], [-1.842, -0.547, 3.880], [2.861, 0.403, -2.929], [3.922, -0.296, -2.905], [2.476, 0.914, -4.098], [-0.378, -2.762, -1.066], [2.121, 2.517, -1.213], [1.912, 1.745, 1.886], [0.375, 3.389, 2.926], [-0.733, 2.904, 1.439], [2.198, 4.059, 1.545], [0.921, 3.909, -0.102], [-0.821, 0.948, 1.997], [-3.598, -2.575, 3.388], [-4.135, -1.880, 1.830], [-5.642, -1.340, 3.803], [-4.880, 0.237, 3.075], [-3.920, -1.040, 5.503], [-4.732, 0.392, 5.306], [-2.465, 0.787, 5.522], [-2.981, 1.294, 3.810], [-1.759, -1.360, 4.573], [-0.797, -0.137, 3.677], [5.162, -0.604, -5.745], [4.470, -1.885, -5.629], [4.647, 0.217, -5.225], [5.326, -0.306, -6.836], [6.179, -0.706, -5.301], [5.147, -2.574, -5.868], [1.748, -1.008, -6.529], [1.699, -1.787, -7.113], [0.949, -0.483, -6.846]]}